12
Properties=species:S:1:pos:R:3:mulliken_charge:R:1 method="wB97M-V/def2-TZVPD" molar_mass_da=107.06 gap_ev=11.3 smiles="O=CNC(=O)O.O" de_lowest_kj_mol=135.7
O -2.5474 -0.3042 1.4108 -0.60
C -2.0061 0.0690 0.3739 0.17
N -0.7273 -0.3773 0.1116 -0.15
C 0.1958 -1.1193 0.8922 0.58
O 1.1623 -1.6039 0.3723 -0.52
O -0.0261 -0.9331 2.1686 -0.48
H -2.6652 0.3504 -0.4701 0.34
H -0.4484 -0.4441 -0.8691 0.24
H -0.9700 -0.7610 2.3692 0.41
O 2.4434 1.6968 -1.7747 -0.63
H 2.9167 0.9910 -2.2372 0.32
H 2.6722 2.4357 -2.3474 0.31